16
Properties=species:S:1:pos:R:3 method="wB97M-V/def2-TZVPD" homo_energy_ev="-8.10 / -8.10" orbital_gap_ev="8.59 / 8.59"
C 1.529 0.389 -0.519
C 2.563 0.846 0.150
C -1.685 1.160 0.698
C -0.483 -0.783 -0.818
N 0.575 -0.425 -0.044
N -1.319 -1.667 -0.167
O 0.634 -0.918 1.203
O -2.655 1.079 0.010
H 1.283 0.708 -1.636
H 3.281 1.483 -0.358
H 2.605 0.426 1.087
H -1.581 0.635 1.584
H -0.900 1.928 0.409
H -0.885 -0.476 -1.773
H -1.902 -2.326 -0.615
H -1.060 -2.059 0.789


16
Properties=species:S:1:pos:R:3 method="wB97M-V/def2-TZVPD" homo_energy_ev="-7.27 / -7.56" orbital_gap_ev="7.52 / 7.52"
C -1.639 -1.250 0.898
N -0.901 -0.178 0.242
C -0.207 -0.497 -0.880
O -0.450 -1.508 -1.766
C 1.035 0.087 -0.673
O 2.057 0.313 -1.531
N 1.052 0.472 0.615
C 1.045 1.875 0.973
H -1.147 -2.227 0.844
H -1.772 -0.959 1.940
H -2.642 -1.326 0.464
H -1.388 -1.516 -1.992
H 1.792 0.007 -2.409
H 2.000 2.082 1.466
H 0.943 2.581 0.143
H 0.221 2.044 1.667


16
Properties=species:S:1:pos:R:3 method="wB97M-V/def2-TZVPD" homo_energy_ev=-9.23 orbital_gap_ev=9.79
C 2.185 1.807 0.538
N 1.209 0.861 0.222
C 1.229 0.174 -0.870
O 1.749 0.318 -1.914
C -0.384 -0.803 -0.851
N -1.150 -0.932 0.171
C -2.413 -1.655 0.167
O -0.974 -0.245 1.303
H 1.792 2.663 -0.039
H 2.264 2.156 1.545
H 3.095 1.519 0.023
H 0.387 0.643 0.869
H -0.554 -1.111 -1.849
H -3.272 -1.134 -0.404
H -2.128 -2.676 -0.069
H -3.034 -1.585 1.157


16
Properties=species:S:1:pos:R:3 method="wB97M-V/def2-TZVPD" homo_energy_ev=-8.70 orbital_gap_ev=9.32
C 2.421 0.308 1.539
C 1.512 0.353 0.408
C 1.087 0.304 -0.721
N 0.468 0.203 -1.922
H 3.407 -0.049 1.241
H 2.556 1.312 1.943
H 2.038 -0.369 2.302
H 0.987 -0.334 -2.608
H 0.163 1.104 -2.277
N -1.907 -1.215 -0.799
O -1.700 -0.619 0.490
C -2.392 0.531 0.698
O -2.568 1.010 1.778
H -2.020 -2.202 -0.567
H -1.025 -1.103 -1.322
H -3.027 0.766 -0.182


16
Properties=species:S:1:pos:R:3 method="wB97M-V/def2-TZVPD" homo_energy_ev=-9.49 orbital_gap_ev=9.98
C -0.687 -2.659 -0.557
C 0.232 -1.537 0.091
C -0.375 -0.180 -0.054
O -1.544 0.003 -0.515
N 0.439 0.786 0.347
C -0.119 2.132 0.474
N 0.715 3.204 0.206
O -1.185 2.154 0.993
H -1.476 -2.154 -1.131
H -0.080 -3.211 -1.254
H -0.998 -3.355 0.287
H 1.114 -1.504 -0.514
H 0.481 -1.777 1.051
H 1.470 0.651 0.394
H 1.533 3.306 -0.308
H 0.479 4.140 0.491


16
Properties=species:S:1:pos:R:3 method="wB97M-V/def2-TZVPD" homo_energy_ev=-9.02 orbital_gap_ev=9.45
C 0.111 1.414 -1.018
C -0.399 0.528 0.028
N -1.517 0.731 0.682
N -2.555 0.774 1.495
O -3.608 0.285 1.188
C 0.483 -0.564 0.577
C 0.806 -1.486 -0.615
O 1.605 0.018 1.208
H 1.191 1.165 -1.101
H 0.074 2.467 -0.638
H -0.574 1.498 -1.962
H -0.051 -1.207 1.243
H 1.502 -2.399 -0.402
H 1.137 -0.870 -1.384
H -0.233 -1.649 -0.966
H 2.027 -0.706 1.664


16
Properties=species:S:1:pos:R:3 method="wB97M-V/def2-TZVPD" charge=+1 homo_energy_ev="-15.22 / -15.25" orbital_gap_ev="10.75 / 6.87" multiplicity=2
O -2.782 -1.068 -0.223
C -1.813 -0.625 0.239
C -0.648 -0.035 -0.806
C 0.050 -1.287 -1.339
N 0.102 0.899 -0.113
C 0.885 0.533 0.988
N 1.447 1.561 1.674
O 0.899 -0.622 1.359
H -1.489 -0.606 1.298
H -1.107 0.436 -1.665
H -0.655 -1.889 -1.907
H 0.723 -0.881 -2.088
H 0.625 -1.910 -0.673
H -0.168 1.871 -0.192
H 1.753 2.371 1.140
H 2.178 1.253 2.306


17
Properties=species:S:1:pos:R:3 method="wB97M-V/def2-TZVPD" homo_energy_ev=-8.10 orbital_gap_ev=7.98
N 1.478 1.076 1.069
C 1.331 1.376 -0.215
C 1.068 0.495 -1.236
C 1.156 -0.889 -1.119
S 1.437 -1.794 0.265
H 1.944 1.667 1.725
H 1.257 0.197 1.606
H 1.449 2.383 -0.364
H 0.883 0.822 -2.180
H 1.047 -1.405 -1.966
O -1.370 0.572 1.420
C -1.539 -0.595 1.166
N -2.039 -1.097 0.039
O -2.418 -0.108 -0.983
H -1.302 -1.388 1.804
H -2.717 -1.808 0.026
H -1.665 0.496 -1.055


19
Properties=species:S:1:pos:R:3 method="wB97M-V/def2-TZVPD" homo_energy_ev=-4.41 orbital_gap_ev=3.55
C -0.183 -1.592 -2.180
C -1.326 -0.698 -1.710
C 0.095 0.156 1.306
C 1.443 3.092 2.448
H -0.627 -3.476 -1.875
H 0.563 -1.682 -1.384
H 0.296 -1.107 -3.040
H -2.364 -2.026 -2.484
H 0.836 1.124 -0.147
H -0.688 -0.495 1.701
H 0.794 0.252 3.240
H 2.137 3.926 2.313
N 0.050 0.520 0.097
N 1.070 0.423 2.282
O -0.672 -2.852 -2.618
O -2.517 -1.171 -2.032
S -1.086 0.709 -0.934
S 2.255 1.592 2.070
S -0.076 3.307 2.947


17
Properties=species:S:1:pos:R:3 method="wB97M-V/def2-TZVPD" homo_energy_ev=-8.92 orbital_gap_ev=8.87
C -1.476 0.976 -0.091
C -0.198 0.664 0.796
C 0.423 -1.484 0.053
C 1.258 0.805 0.316
H -2.653 -0.125 -1.554
H -2.456 0.648 0.728
H -1.480 1.936 -0.722
H -0.216 1.477 1.439
H -1.150 -1.397 1.704
H 0.719 -2.582 0.148
H 0.009 -1.075 -1.118
H 2.580 0.236 -1.279
N -0.115 -0.698 1.312
N 1.708 -0.488 0.275
O -1.419 -0.163 -1.208
O 2.525 -0.575 -0.744
O 1.941 1.846 -0.055


17
Properties=species:S:1:pos:R:3 method="wB97M-V/def2-TZVPD" homo_energy_ev=-9.62 orbital_gap_ev=10.17
N -0.323 2.131 -0.577
C -1.033 1.045 -1.114
O -1.500 1.132 -2.247
C -0.913 -0.218 -0.280
C 0.420 -0.806 -0.093
N 0.404 -2.256 -0.198
C 1.074 -0.366 1.140
O 1.064 -1.049 2.151
O 1.417 0.929 1.254
H -0.364 2.961 -1.150
H 0.115 2.304 0.347
H -1.663 -0.892 -0.718
H -1.431 0.059 0.661
H 0.941 -0.383 -0.975
H 0.022 -2.734 0.649
H 0.042 -2.609 -1.049
H 1.727 0.752 2.199


18
Properties=species:S:1:pos:R:3 method="wB97M-V/def2-TZVPD" homo_energy_ev=-8.94 orbital_gap_ev=9.55
N 1.822 -1.498 0.771
C 0.722 -1.389 0.002
O 0.723 -1.690 -1.194
C -0.534 -0.858 0.658
C -1.038 0.273 -0.261
N -2.111 0.984 0.314
O -1.301 -0.138 -1.517
C 0.422 1.286 -0.214
O 0.678 1.886 0.807
O 1.020 1.553 -1.381
H 2.686 -1.759 0.322
H 1.865 -1.057 1.674
H -0.349 -0.458 1.652
H -1.299 -1.639 0.691
H -2.623 1.500 -0.391
H -1.800 1.588 1.066
H -0.567 -0.841 -1.734
H 1.683 2.256 -1.261


19
Properties=species:S:1:pos:R:3 method="wB97M-V/def2-TZVPD" homo_energy_ev=-9.48 orbital_gap_ev=9.88
O -2.963 1.607 -1.242
C -1.869 1.023 -1.197
N -1.240 0.624 0.025
C 0.040 0.189 -0.198
C -0.003 -0.293 -1.708
O 1.221 -0.083 -2.388
O -0.244 -1.669 -1.852
N -1.001 0.508 -2.173
H -1.538 0.800 0.973
H 0.750 1.033 -0.140
H 0.403 -0.530 0.579
H 1.270 -0.588 -3.145
H -0.736 -2.023 -1.017
H -1.513 0.183 -2.987
O 1.276 -1.175 2.411
C 1.468 -0.139 2.863
O 1.523 0.171 4.104
H 1.530 0.953 2.351
H 1.625 -0.589 4.740


20
Properties=species:S:1:pos:R:3 method="wB97M-V/def2-TZVPD" homo_energy_ev="-9.01 / -9.02" orbital_gap_ev="7.16 / 7.19"
N -1.662 -4.565 0.581
O -2.089 -5.147 -0.348
C 1.030 2.664 -0.575
C -0.257 1.948 -0.214
C -0.077 0.432 -0.022
C -1.206 -0.492 0.287
O -0.601 -1.779 0.444
O -1.609 -2.730 0.253
O 0.932 0.303 0.959
N 1.949 -0.775 0.530
O 2.659 -1.109 1.440
O 1.875 -1.072 -0.642
H 0.820 3.709 -0.798
H 1.742 2.638 0.249
H 1.494 2.235 -1.471
H -0.708 2.395 0.681
H -0.934 2.064 -1.052
H 0.276 0.120 -1.006
H -1.699 -0.254 1.240
H -1.936 -0.588 -0.536


16
Properties=species:S:1:pos:R:3 method="wB97M-V/def2-TZVPD" homo_energy_ev=-9.14 orbital_gap_ev=9.90
S 0.750 -2.246 0.469
C 0.546 -0.453 1.008
C 1.331 0.602 0.236
N 1.125 0.702 -1.251
C -0.047 0.530 -1.720
N -1.242 0.162 -1.049
O -1.422 0.835 0.174
C -0.956 -0.019 1.183
H 0.131 -2.152 -0.747
H 0.991 -0.472 2.031
H 2.473 0.469 0.322
H 1.149 1.656 0.518
H -0.150 0.486 -2.823
H -2.021 0.309 -1.665
H -1.040 0.496 2.146
H -1.617 -0.907 1.168


16
Properties=species:S:1:pos:R:3 method="wB97M-V/def2-TZVPD" homo_energy_ev=-8.43 orbital_gap_ev=9.10
C 1.906 -0.343 1.448
C -1.468 -0.806 -1.174
C 1.499 -1.661 0.943
C -1.643 1.884 -0.980
N 1.392 0.739 1.041
N 1.093 1.714 0.553
O -1.749 -1.941 -1.359
S -2.561 0.511 -1.643
H 2.369 -0.349 2.385
H -0.544 -0.479 -0.647
H 2.077 -2.017 0.011
H 0.432 -1.575 0.606
H 1.589 -2.276 1.719
H -1.450 1.704 0.073
H -2.245 2.867 -1.260
H -0.698 2.028 -1.716


16
Properties=species:S:1:pos:R:3 method="wB97M-V/def2-TZVPD" homo_energy_ev=-8.63 orbital_gap_ev=9.24
C -4.000 -0.309 -0.055
C 0.050 0.800 0.186
C 0.665 -1.512 0.139
C 2.350 0.317 -0.312
N -2.904 -0.076 0.348
N 0.959 -0.131 -0.092
O -5.129 -0.419 -0.328
S 0.520 2.472 -0.005
H 1.193 -1.720 1.040
H -0.335 -1.570 0.121
H 1.025 -2.095 -0.598
H 2.422 0.982 -1.123
H 2.632 0.792 0.568
H 2.953 -0.567 -0.581
H -0.474 3.000 0.724
H -1.925 0.037 -0.033


16
Properties=species:S:1:pos:R:3 method="wB97M-V/def2-TZVPD" homo_energy_ev=-8.38 orbital_gap_ev=8.72
C 0.877 3.047 0.813
C 0.308 -1.603 -0.653
C -0.205 -0.664 0.500
C 0.229 0.682 0.110
N -0.155 3.849 0.761
N 0.032 1.732 1.098
O 1.997 3.129 0.596
S -1.371 2.707 1.201
H 0.171 -0.945 -1.462
H 1.351 -1.815 -0.410
H -0.331 -2.521 -0.733
H 0.110 -0.900 1.432
H -1.274 -0.835 0.476
H 1.288 0.666 -0.114
H -0.220 0.966 -0.903
H -0.184 4.833 1.087


16
Properties=species:S:1:pos:R:3 method="wB97M-V/def2-TZVPD" homo_energy_ev=-8.69 orbital_gap_ev=8.30
C 0.856 1.994 0.423
N 0.199 0.702 0.454
C 0.004 0.036 1.761
C -0.066 -0.040 -0.714
S 0.375 0.648 -2.179
C -0.695 -1.393 -0.781
N -0.830 -2.012 -1.988
O -1.190 -2.027 0.127
H 0.245 2.719 -0.145
H 1.841 1.959 -0.017
H 0.966 2.361 1.427
H 0.227 0.727 2.589
H -1.050 -0.271 1.888
H 0.629 -0.822 1.907
H -1.123 -2.978 -1.946
H -0.390 -1.603 -2.807


16
Properties=species:S:1:pos:R:3 method="wB97M-V/def2-TZVPD" homo_energy_ev=-8.12 orbital_gap_ev=7.98
C -0.430 1.474 -0.162
N -0.951 0.123 -0.083
C -2.304 -0.026 0.177
O -2.935 -1.099 0.275
C -0.128 -0.951 -0.247
S -0.458 -2.546 -0.076
C 1.350 -0.651 -0.499
N 2.214 -0.489 0.654
H -1.218 2.195 0.077
H -0.027 1.702 -1.161
H 0.436 1.516 0.501
H -2.810 0.939 0.282
H 1.443 0.229 -1.149
H 1.749 -1.520 -1.069
H 1.961 0.330 1.163
H 2.107 -1.229 1.316


ΔE to the lowest compared entry with this formula, charge and spin for every record listed, in sequence, given in kcal/mol: 131.1, 126.9, 123.5, 114.3, 29.5, 136.8, 0.0, 77.2, 42.5, 236.0, 28.2, 6.8, 11.6, 122.4, 65.0, 80.6, 59.2, 51.1, 10.4, 25.9.
M for every record listed, in sequence, given in g/mol: 116.120, 116.120, 116.120, 116.120, 116.120, 116.120, 116.120, 148.187, 212.321, 132.119, 132.119, 148.118, 164.117, 180.116, 132.188, 132.188, 132.188, 132.188, 132.188, 132.188.